Entry 1:
18
Properties=species:S:1:pos:R:3:forces:R:3 method="wB97M-V/def2-TZVPD" molar_mass_da=105.14 relative_energy_kcal_mol=56.51 e_tot_ev=-9909.79141 gap_ev=9.091 total_charge=0 smiles="CC(=O)O.CCN"
C -1.4443 1.7493 1.9672 -2.1 0.8 -0.8
C -1.7108 0.8466 0.7499 -0.6 -2.1 5.8
O -1.2215 0.7587 -0.3036 -0.5 0.6 -2.4
O -2.4580 -0.1372 1.3730 -1.6 -3.5 -4.2
H -2.4203 1.7425 2.5934 1.8 0.3 -1.1
H -1.3245 2.6971 1.4295 0.7 0.4 1.2
H -0.6509 1.3580 2.6219 0.0 0.4 -0.7
H -2.7169 -0.9384 0.6467 1.2 3.2 2.7
C 2.0378 -1.6242 -0.4444 -1.6 4.2 -1.1
C 1.1641 -1.0148 -1.6138 -0.4 1.8 1.1
N 1.1147 0.4758 -1.3704 1.8 -1.2 -0.5
H 1.7857 -0.9605 0.4202 0.7 -0.6 -0.4
H 3.0399 -1.4527 -0.8321 0.2 -0.3 0.7
H 1.7888 -2.5718 -0.1789 -0.3 -3.0 0.5
H 1.7334 -1.1812 -2.4667 0.7 -0.3 -1.9
H 0.1072 -1.2451 -1.8314 0.4 -1.2 0.6
H 0.7058 0.9985 -2.1369 -0.1 -0.3 0.0
H 0.4696 0.4991 -0.6237 -0.3 0.8 0.5

---

Entry 2:
69
Properties=species:S:1:pos:R:3:forces:R:3 method="wB97M-V/def2-TZVPD" molar_mass_da=749.24 e_tot_ev=-54468.93262 gap_ev=6.909 total_charge=-1
C 5.0487 3.2631 1.8420 1.0 0.9 -1.1
C 4.3145 2.8566 0.4304 -4.1 -1.5 0.2
I 5.4584 3.1881 -1.4241 0.0 0.0 1.3
C 2.9591 2.2561 0.2831 4.9 2.8 0.0
I 2.2151 1.7991 -1.7651 0.2 0.2 1.3
Nb 1.6563 1.8108 2.1002 -1.3 -0.8 -2.7
O -0.1589 1.9017 0.9485 0.2 0.9 3.0
C -1.2115 2.4185 1.8853 -0.3 -1.2 -0.2
C -2.6407 2.7010 1.1348 -0.4 0.1 -0.7
C -3.7761 1.5282 1.4391 1.2 0.5 -0.8
C -3.3072 4.1689 1.4314 -0.8 0.3 -0.4
C -2.8834 5.2633 0.2412 -0.8 -0.6 -0.4
C -3.0857 4.7412 2.9515 0.7 0.4 0.3
H 5.8002 2.4092 2.1660 -1.9 1.7 -0.6
H 4.3231 3.6096 2.6946 1.2 -1.1 -1.9
H 5.7328 4.2099 1.5966 -1.5 -2.0 0.4
H 1.5352 3.6348 2.3509 0.1 0.3 0.4
H 0.5689 1.5995 3.5712 0.5 0.2 0.0
H 1.6608 -0.0021 1.7899 0.0 -0.4 0.2
H 3.0828 1.6850 3.2385 -0.8 0.2 0.3
H -0.7310 3.3455 2.4136 -1.4 -1.6 -0.8
H -1.4050 1.5112 2.6365 0.3 2.3 -1.2
H -2.4319 2.6494 -0.0272 -0.3 0.2 2.2
H -3.8338 1.3699 2.6004 -0.2 0.1 -2.3
H -4.7865 1.8973 0.9543 1.9 -0.9 1.2
H -3.4068 0.5541 0.8581 -0.9 1.9 1.6
H -4.4854 4.0304 1.2978 2.5 0.2 0.4
H -3.7580 5.2409 -0.5693 1.9 0.1 1.7
H -2.8360 6.3639 0.6366 0.2 -2.1 -0.7
H -1.9080 4.9214 -0.3434 -1.9 0.9 1.6
H -2.8813 3.8779 3.7488 -0.7 1.8 -1.8
H -2.1281 5.4351 2.9945 -1.8 -1.5 -0.2
H -3.9875 5.4319 3.3025 1.8 -1.6 -0.8
O -2.7453 -2.3035 -0.7811 -0.6 1.0 -1.5
C -2.7688 -1.4584 -1.6605 0.4 -1.4 1.3
O -3.7581 -1.3470 -2.5949 0.1 -0.5 0.7
C -3.4085 -0.3254 -3.5276 -0.2 0.3 -0.6
C -2.4176 0.5499 -2.8059 0.3 0.8 -0.2
C -1.7077 -0.4285 -1.9047 0.0 0.5 0.2
H -2.9765 -0.7970 -4.4165 0.0 0.0 0.0
H -4.3049 0.2288 -3.8206 0.0 -0.3 0.1
H -1.7474 1.0886 -3.4810 -0.1 -0.1 0.1
H -2.9509 1.2899 -2.1968 0.1 -0.1 -0.1
H -0.8590 -0.9017 -2.4061 0.0 0.0 0.2
H -1.3928 0.0423 -0.9705 0.3 -0.3 0.0
O -0.8054 -7.7360 -3.9014 0.0 1.2 1.4
C -1.0936 -7.0766 -2.9163 0.7 -1.2 -1.5
O -0.2221 -6.2601 -2.2545 -0.2 -0.6 -0.8
C -0.8629 -5.7342 -1.0933 0.1 0.6 0.7
C -2.3395 -5.8396 -1.3718 -0.7 0.4 0.3
C -2.4262 -7.0758 -2.2306 -0.4 0.3 0.1
H -0.5597 -6.3309 -0.2266 0.0 0.0 -0.1
H -0.5501 -4.6977 -0.9370 0.1 -0.2 -0.1
H -2.9460 -5.8941 -0.4638 0.2 0.1 -0.1
H -2.6714 -4.9677 -1.9486 0.1 -0.1 0.2
H -2.5190 -7.9839 -1.6285 0.0 0.0 -0.2
H -3.2418 -7.0053 -2.9540 0.2 -0.4 0.0
O 4.4133 0.3587 1.6438 1.5 -2.7 -0.2
C 4.8632 -0.6344 1.0964 -1.0 2.3 0.8
O 5.6795 -1.5449 1.7036 -0.2 0.4 0.2
C 6.1000 -2.5114 0.7419 0.4 -0.5 0.0
C 5.0680 -2.4572 -0.3540 -0.2 -0.6 -0.7
C 4.6449 -1.0101 -0.3379 -0.3 -0.4 -0.2
H 7.0990 -2.2383 0.3860 0.0 0.0 0.0
H 6.1479 -3.4995 1.2087 0.1 0.3 0.1
H 5.4504 -2.7906 -1.3224 0.0 0.0 0.2
H 4.2135 -3.0925 -0.0906 0.2 0.1 0.0
H 5.2868 -0.3914 -0.9712 -0.2 0.1 0.0
H 3.5958 -0.8957 -0.6202 0.2 0.4 0.1